{"formula": "C29H42N3O10P2", "method": "the ωB97M-V functional and the def2-TZVPD basis", "species": ["C", "C", "C", "N", "C", "C", "C", "C", "C", "C", "C", "C", "C", "C", "C", "O", "C", "C", "O", "P", "O", "O", "O", "N", "C", "C", "N", "C", "P", "O", "O", "O", "C", "C", "C", "C", "H", "H", "H", "H", "H", "H", "H", "H", "H", "H", "H", "H", "H", "H", "H", "H", "H", "H", "H", "H", "H", "H", "H", "H", "H", "H", "H", "H", "H", "H", "H", "H", "H", "H", "H", "H", "H", "H", "C", "C", "C", "O", "C", "C", "C", "O", "H", "H", "H", "H"], "coordinates": [[0.632028, 2.297407, 2.785690], [-0.032472, 1.083316, 2.217301], [0.840647, -0.308492, 1.889912], [0.076246, -1.043835, 0.818594], [0.555745, -0.860743, -0.597358], [1.285015, 0.553597, -0.952549], [2.918664, 0.567938, -0.866600], [3.619558, 2.057018, -0.568320], [5.244714, 2.263095, -0.498722], [6.251054, 0.969004, -0.693439], [5.585810, -0.500787, -0.986959], [6.519535, -1.842951, -1.175604], [3.946509, -0.683580, -1.079135], [-0.656855, -1.262079, -1.682141], [-1.691003, 0.025026, -1.955269], [-2.617017, 0.286662, -0.850321], [-3.073417, 1.701677, -1.051978], [-3.037579, 2.846038, 0.150520], [-3.586277, 2.131446, -2.236012], [0.131519, -1.610086, -3.399227], [-0.045913, -0.263504, -4.272325], [-0.633526, -2.862088, -4.327165], [1.894226, -1.822856, -3.325677], [-1.477251, -2.338740, -1.092073], [-2.676795, -2.791691, -1.831595], [-4.137521, -2.542628, -1.135495], [-4.402407, -2.016712, 0.098732], [-0.808937, -3.327070, -0.203438], [0.282367, -4.648230, -1.037602], [-0.340044, -5.192161, -2.423229], [1.908155, -4.175199, -1.417107], [0.204844, -6.077889, 0.018367], [-0.091478, -2.555689, 1.096117], [1.322281, -3.221633, 1.572333], [-1.135010, -2.738163, 2.392097], [-0.915070, -4.138941, 3.215135], [0.031581, 3.204044, 3.232427], [1.806309, 2.311475, 2.796171], [-1.195332, 1.148901, 2.054286], [0.846840, -0.861640, 2.949922], [1.967258, -0.095485, 1.658898], [-0.919887, -0.670515, 0.870659], [1.379769, -1.707482, -0.773063], [0.900572, 1.491409, -0.359126], [1.025522, 0.791223, -2.094433], [2.916935, 3.002358, -0.443843], [5.659935, 3.358102, -0.303309], [7.405825, 1.149493, -0.604719], [7.439338, -1.728804, -0.425639], [5.931819, -2.852547, -0.936466], [6.960470, -1.888397, -2.273735], [3.525305, -1.754570, -1.290289], [-2.368482, -0.235917, -2.903520], [-1.135892, 1.014870, -2.231370], [-3.980039, 3.575828, 0.087158], [-2.028874, 3.460009, 0.040467], [-3.041114, 2.257846, 1.168504], [0.096909, -3.566634, -4.448958], [2.345136, -1.017428, -3.717652], [-2.593112, -3.974485, -1.975978], [-2.780344, -2.373295, -2.945493], [-5.087691, -2.860674, -1.784944], [-3.479577, -1.763498, 0.510086], [-1.694800, -3.960148, 0.293765], [2.427283, -5.027422, -1.556606], [1.176124, -6.292742, 0.180728], [1.351327, -4.388052, 1.623823], [1.681321, -2.850396, 2.649314], [2.214339, -2.906001, 0.844235], [-2.268929, -2.757835, 2.018732], [-1.072043, -1.866287, 3.165460], [-0.056500, -4.046494, 4.005159], [-1.911879, -4.374856, 3.825620], [-0.683472, -5.057438, 2.490096], [-1.479632, 7.387365, 1.394893], [-2.287732, 8.392614, 1.044500], [-3.755719, 8.258665, 1.123752], [-4.496153, 9.177539, 0.801354], [-4.295750, 6.972137, 1.606469], [-3.487651, 5.966888, 1.956862], [-2.019663, 6.100837, 1.877610], [-1.279230, 5.181963, 2.200008], [-0.400824, 7.468810, 1.342077], [-1.907047, 9.342696, 0.689198], [-5.374558, 6.890692, 1.659285], [-3.868335, 5.016805, 2.312164]], "forces_ev_per_a": [[-1.462, -3.757, -1.662], [2.547, 3.750, 1.643], [-0.099, 2.511, 2.834], [-1.383, -0.786, -0.059], [1.935, -0.753, -2.551], [0.619, 0.638, -1.218], [4.450, 0.910, 0.542], [2.279, -2.698, -0.584], [-1.981, -3.634, -0.674], [-4.558, -0.259, -0.194], [-1.940, 2.490, 0.504], [0.240, 0.779, 0.295], [1.037, 3.483, 0.874], [-0.771, 1.124, 1.977], [-0.275, -0.050, -2.750], [0.652, 3.449, -0.402], [-3.463, 3.047, -5.472], [0.285, -1.323, 0.149], [3.817, -3.616, 7.690], [1.206, 4.793, -6.612], [0.419, -4.687, 3.829], [3.799, 0.875, 2.623], [-2.973, 0.107, 0.248], [0.668, -0.262, 0.322], [-1.938, -1.773, -1.327], [-0.928, 1.381, 2.967], [1.868, -2.174, -4.941], [-0.752, 0.905, 1.658], [-1.375, -4.839, -5.629], [2.028, 2.793, 5.298], [-1.939, -1.931, 1.759], [2.665, 3.251, -1.219], [-0.462, -2.288, 2.144], [1.844, 0.739, -0.135], [-0.980, -0.372, 0.086], [-0.361, -0.339, 0.173], [1.226, -1.995, -1.324], [-2.504, -0.001, 0.210], [2.387, -0.632, 0.429], [-0.278, 0.767, -2.785], [-2.287, -0.392, -0.135], [1.241, -0.382, -0.246], [-1.651, 1.914, 0.553], [0.556, -2.066, -0.907], [0.476, -0.653, 2.375], [1.639, -2.217, -0.260], [-0.922, -2.726, -0.465], [-2.539, -0.603, -0.251], [-2.061, -0.398, -1.666], [1.220, 2.427, -0.530], [-1.038, 0.098, 2.305], [0.934, 2.226, 0.376], [1.758, 0.578, 2.006], [-0.717, -2.201, 0.460], [2.210, -1.928, -0.190], [-2.160, -1.379, 0.239], [0.041, 1.399, -1.870], [-1.747, 0.961, 0.290], [-1.234, -0.968, 0.383], [-0.187, 2.498, 0.141], [0.600, -0.810, 2.550], [2.335, 0.621, 1.392], [-0.532, -0.071, -0.311], [2.134, 1.028, -1.251], [-0.829, 1.437, -0.066], [-1.730, -0.053, 0.006], [-0.564, 2.316, -0.204], [-1.150, -0.756, -2.389], [-1.986, -0.657, 1.445], [2.507, 0.226, 0.539], [0.088, -1.435, -1.552], [-1.563, -0.177, -1.640], [2.220, 0.524, -1.462], [-0.615, 2.044, 1.598], [-0.067, 0.360, -0.132], [0.473, -0.179, 0.048], [-0.679, 0.937, -0.323], [0.618, -0.805, 0.281], [0.010, -0.512, 0.169], [-0.357, 0.186, -0.077], [0.313, -0.295, 0.154], [-0.277, 0.240, -0.152], [-0.025, -0.024, 0.019], [-0.052, -0.023, 0.010], [0.019, 0.042, -0.010], [0.023, 0.027, 0.037]], "mulliken_charge": [-0.752, -0.023, -0.453, 0.948, 0.667, -0.498, -0.031, -0.585, -0.481, -0.497, 0.379, -0.949, -0.029, -1.118, -0.597, -0.154, 0.366, -0.652, -0.510, 0.805, -0.719, -0.477, -0.483, 1.164, -0.658, -0.032, -0.726, -0.809, 0.663, -0.772, -0.410, -0.513, 0.193, -1.050, -0.243, -1.017, 0.201, 0.250, 0.084, 0.486, 0.475, 0.383, -1.064, 0.283, 0.671, 0.265, 0.281, 0.304, 0.323, 0.246, 0.271, 0.064, 0.271, 0.723, 0.364, 0.180, 0.269, 0.379, 0.346, 0.486, 0.429, 0.348, 0.189, 0.674, 0.350, 0.345, 0.388, 0.353, 0.043, 0.203, 0.266, 0.299, 0.386, 0.248, -0.430, -0.339, 0.316, -0.528, -0.415, -0.182, 0.288, -0.491, 0.426, 0.411, 0.412, 0.527], "homo_energy_ev": -10.92, "e_tot_ev": -74253.966, "molar_mass_g_mol": 654.61, "gap_ev": 7.36, "charge": 1}